Entry 1:
Here is a molecular structure, C32H90AsF9N9O15 from OMol25. Energies are from ωB97M-V/def2-TZVPD.

Calculated values
F_max: 7.8 eV Å⁻¹
net charge: +3
E_tot: -164018.8826 eV

CARTESIAN COORDINATES (ANGSTROEM)
C (7.548, -0.390, -9.050)
C (8.082, 0.858, -8.335)
C (8.443, 0.648, -6.764)
O (7.302, 0.191, -6.108)
C (7.092, 0.533, -4.755)
N (9.332, 1.321, -9.024)
H (9.770, 2.131, -8.607)
H (9.994, 0.569, -9.151)
H (9.090, 1.597, -9.965)
H (8.371, -1.105, -9.033)
H (7.261, -0.128, -10.068)
H (6.584, -0.681, -8.631)
H (7.340, 1.649, -8.440)
H (8.932, 1.470, -6.242)
H (9.321, 0.003, -6.712)
H (6.126, 0.294, -4.310)
H (7.304, 1.593, -4.614)
H (7.863, 0.267, -4.032)
C (6.502, -5.374, -2.890)
C (6.411, -6.241, -1.575)
C (7.570, -6.049, -0.634)
O (7.338, -6.839, 0.486)
C (8.496, -6.583, 1.349)
N (5.066, -5.787, -0.831)
H (5.006, -4.893, -0.365)
H (4.407, -5.615, -1.577)
H (4.469, -6.392, -0.285)
H (7.506, -5.526, -3.288)
H (6.410, -4.353, -2.520)
H (5.833, -5.640, -3.708)
H (6.313, -7.273, -1.912)
H (7.649, -4.978, -0.449)
H (8.489, -6.341, -1.142)
H (9.369, -7.041, 0.884)
H (8.435, -7.186, 2.255)
H (8.728, -5.530, 1.505)
C (-8.942, -4.524, -8.301)
C (-8.276, -3.236, -7.670)
C (-6.878, -3.375, -7.090)
O (-6.259, -2.158, -6.557)
C (-4.886, -2.042, -6.435)
N (-8.209, -2.241, -8.896)
H (-7.499, -1.535, -8.763)
H (-7.938, -2.690, -9.759)
H (-9.101, -1.772, -8.965)
H (-8.328, -5.317, -8.729)
H (-9.801, -4.223, -8.902)
H (-9.193, -5.101, -7.411)
H (-8.895, -2.833, -6.868)
H (-6.151, -3.723, -7.824)
H (-6.780, -4.103, -6.284)
H (-4.371, -2.291, -5.508)
H (-4.626, -1.002, -6.633)
H (-4.410, -2.761, -7.102)
C (-2.018, 8.767, -3.690)
C (-1.543, 10.049, -3.021)
C (-0.516, 9.912, -1.892)
O (0.116, 11.179, -1.431)
C (1.008, 11.048, -0.347)
N (-1.033, 11.080, -4.058)
H (-0.753, 11.895, -3.531)
H (-0.222, 10.766, -4.571)
H (-1.761, 11.349, -4.704)
H (-2.375, 7.977, -3.030)
H (-1.283, 8.441, -4.426)
H (-2.906, 9.066, -4.247)
H (-2.419, 10.539, -2.594)
H (0.221, 9.310, -2.424)
H (-0.923, 9.346, -1.054)
H (0.446, 10.739, 0.535)
H (1.596, 11.940, -0.130)
H (1.693, 10.205, -0.439)
C (0.924, -5.453, 6.867)
C (0.298, -4.987, 8.093)
C (1.174, -5.147, 9.392)
O (0.361, -5.105, 10.561)
C (1.053, -5.551, 11.729)
N (-0.038, -3.485, 8.134)
H (-0.578, -3.142, 7.353)
H (-0.498, -3.354, 9.024)
H (0.765, -2.874, 8.191)
H (0.308, -5.224, 5.997)
H (1.046, -6.536, 6.882)
H (1.853, -4.884, 6.832)
H (-0.686, -5.454, 8.046)
H (1.835, -4.295, 9.546)
H (1.823, -6.022, 9.411)
H (2.084, -5.197, 11.683)
H (1.215, -6.628, 11.705)
H (0.546, -5.208, 12.631)
C (-7.726, 0.095, 0.228)
C (-8.099, 0.210, 1.780)
C (-9.461, 0.714, 2.241)
O (-9.454, 0.906, 3.647)
C (-8.669, 1.994, 4.111)
N (-7.795, -1.167, 2.418)
H (-8.319, -1.783, 1.812)
H (-6.827, -1.424, 2.291)
H (-8.220, -1.136, 3.334)
H (-8.388, -0.650, -0.214)
H (-6.690, -0.163, 0.007)
H (-7.956, 0.961, -0.392)
H (-7.282, 0.772, 2.233)
H (-10.262, 0.009, 2.020)
H (-9.692, 1.623, 1.686)
H (-9.056, 2.867, 3.587)
H (-7.640, 1.639, 4.164)
H (-8.963, 2.291, 5.118)
C (0.343, 4.855, 4.364)
C (0.312, 3.745, 5.320)
C (1.225, 3.980, 6.570)
O (1.147, 2.715, 7.333)
C (2.298, 2.477, 8.235)
N (-1.130, 3.524, 5.650)
H (-1.210, 2.518, 5.623)
H (-1.364, 3.701, 6.616)
H (-1.750, 3.844, 4.919)
H (0.255, 5.845, 4.810)
H (-0.493, 4.951, 3.671)
H (1.297, 4.778, 3.841)
H (0.669, 2.807, 4.897)
H (1.089, 4.847, 7.216)
H (2.225, 4.143, 6.170)
H (2.994, 1.737, 7.840)
H (2.019, 2.232, 9.260)
H (2.937, 3.357, 8.156)
N (-5.588, 6.161, 1.067)
O (-5.318, 5.117, 1.711)
O (-4.947, 7.175, 1.301)
O (-6.453, 6.157, 0.216)
N (0.227, -9.480, 0.356)
O (0.493, -8.509, 0.938)
O (0.750, -9.559, -0.785)
O (-0.521, -10.311, 0.735)
As (5.790, -0.242, 3.039)
F (4.682, -1.137, 4.131)
F (5.469, -1.433, 1.697)
F (6.954, 0.647, 2.021)
F (6.112, 0.799, 4.459)
F (7.104, -1.381, 3.652)
F (4.412, 0.825, 2.559)
C (-1.553, -0.982, 0.662)
O (-1.713, 0.271, 0.041)
O (-2.175, -0.896, 1.873)
C (-1.849, -2.184, -0.304)
F (-0.817, -2.347, -1.164)
F (-1.942, -3.297, 0.398)
F (-2.984, -2.163, -0.907)
C (-0.862, 0.758, -0.953)
C (-1.521, 2.025, -1.527)
H (-2.444, 1.702, -2.008)
H (-1.731, 2.765, -0.755)
H (-0.747, 2.327, -2.233)
H (-0.908, 0.070, -1.797)
H (0.174, 0.928, -0.660)
H (-0.488, -0.934, 0.886)

***

Entry 2:
Here is 10 unconnected molecules or ions with the total composition C32H90N6O10 from OMol25. Energies are from ωB97M-V/def2-TZVPD.

Calculated values
F_max: 2.2 eV Å⁻¹
energy relative to the best compared isomer or geometry (same formula, charge and spin): 4.2 kJ/mol

CARTESIAN COORDINATES (ANGSTROEM)
C (10.618, 9.913, 12.236)
C (10.526, 8.376, 12.289)
O (9.382, 7.910, 11.542)
H (11.542, 10.229, 12.719)
H (9.763, 10.494, 12.575)
H (10.705, 10.150, 11.162)
H (10.522, 7.986, 13.327)
H (11.488, 7.998, 11.881)
H (9.359, 6.942, 11.606)
C (15.105, 20.915, 14.669)
C (14.495, 19.844, 15.562)
O (14.234, 20.459, 16.883)
H (15.115, 20.535, 13.640)
H (16.157, 21.049, 14.916)
H (14.580, 21.865, 14.701)
H (15.267, 19.063, 15.675)
H (13.589, 19.376, 15.151)
H (13.950, 19.771, 17.499)
C (18.961, 18.813, 12.103)
C (18.685, 17.464, 12.780)
O (17.633, 17.496, 13.760)
H (19.181, 19.581, 12.842)
H (18.142, 19.156, 11.472)
H (19.829, 18.699, 11.423)
H (19.605, 17.109, 13.243)
H (18.426, 16.717, 11.990)
H (16.741, 17.561, 13.296)
C (14.180, 11.037, 11.798)
C (14.473, 9.703, 12.429)
O (14.764, 8.683, 11.444)
H (14.024, 11.781, 12.594)
H (13.256, 11.092, 11.225)
H (15.022, 11.351, 11.184)
H (13.616, 9.400, 13.034)
H (15.308, 9.866, 13.129)
H (15.660, 8.800, 11.120)
C (14.464, 15.935, 14.237)
C (14.725, 16.078, 12.730)
C (13.524, 15.583, 11.934)
O (13.160, 14.320, 12.475)
C (12.126, 13.685, 11.800)
N (15.061, 17.512, 12.382)
H (14.459, 14.860, 14.484)
H (13.459, 16.291, 14.492)
H (15.236, 16.396, 14.834)
H (15.572, 15.428, 12.455)
H (13.827, 15.463, 10.877)
H (12.686, 16.302, 12.029)
H (12.412, 13.409, 10.772)
H (11.231, 14.344, 11.748)
H (11.806, 12.822, 12.375)
H (15.336, 17.537, 11.382)
H (14.149, 18.057, 12.396)
C (4.526, 12.834, 15.121)
C (5.462, 12.064, 14.191)
C (6.928, 12.394, 14.421)
O (7.151, 13.718, 14.076)
C (8.520, 14.070, 14.153)
N (5.289, 10.531, 14.440)
H (4.404, 13.870, 14.803)
H (4.906, 12.828, 16.144)
H (3.526, 12.386, 15.138)
H (5.270, 12.220, 13.113)
H (7.588, 11.697, 13.897)
H (7.126, 12.333, 15.508)
H (8.673, 15.070, 13.757)
H (9.166, 13.402, 13.556)
H (8.866, 14.066, 15.201)
H (4.338, 10.264, 14.151)
H (5.871, 10.016, 13.765)
C (12.144, 19.292, 10.112)
C (12.856, 20.118, 11.160)
C (12.316, 21.551, 11.246)
O (13.201, 22.242, 12.153)
C (12.683, 23.420, 12.710)
N (12.746, 19.456, 12.494)
H (12.122, 19.858, 9.169)
H (11.097, 19.153, 10.407)
H (12.615, 18.341, 9.886)
H (13.943, 20.167, 10.987)
H (11.264, 21.554, 11.578)
H (12.369, 22.075, 10.259)
H (11.650, 23.277, 13.063)
H (12.708, 24.252, 11.979)
H (13.308, 23.716, 13.549)
H (11.729, 19.458, 12.794)
H (13.119, 20.102, 13.199)
C (11.898, 17.575, 5.455)
C (12.377, 16.159, 5.705)
C (11.492, 15.431, 6.677)
O (11.439, 16.188, 7.904)
C (10.670, 15.508, 8.833)
N (12.502, 15.338, 4.500)
H (11.709, 18.112, 6.383)
H (10.957, 17.554, 4.888)
H (12.630, 18.113, 4.847)
H (13.367, 16.170, 6.187)
H (11.852, 14.402, 6.886)
H (10.452, 15.274, 6.292)
H (10.577, 16.118, 9.726)
H (11.130, 14.535, 9.058)
H (9.658, 15.321, 8.436)
H (11.575, 15.142, 4.103)
H (12.969, 15.860, 3.753)
C (9.099, 18.060, 12.896)
C (9.325, 18.816, 14.138)
C (10.227, 18.087, 15.117)
O (9.548, 16.960, 15.530)
C (10.222, 16.242, 16.522)
N (9.953, 20.158, 13.831)
H (8.508, 18.650, 12.180)
H (8.507, 17.159, 13.061)
H (10.038, 17.768, 12.419)
H (8.374, 18.975, 14.677)
H (10.413, 18.736, 15.983)
H (11.153, 17.779, 14.603)
H (9.493, 15.660, 17.077)
H (10.772, 16.911, 17.199)
H (10.960, 15.546, 16.084)
H (9.893, 20.762, 14.653)
H (9.414, 20.632, 13.107)
C (16.182, 12.361, 8.217)
C (15.404, 13.577, 8.520)
C (16.183, 14.780, 8.056)
O (15.446, 15.917, 8.300)
C (15.908, 17.002, 7.520)
N (14.109, 13.543, 7.868)
H (16.232, 12.167, 7.153)
H (15.713, 11.523, 8.739)
H (17.183, 12.442, 8.648)
H (15.219, 13.696, 9.595)
H (16.351, 14.666, 6.965)
H (17.177, 14.831, 8.541)
H (16.987, 17.138, 7.635)
H (15.395, 17.907, 7.869)
H (15.637, 16.884, 6.458)
H (14.251, 13.510, 6.851)
H (13.648, 14.441, 8.046)

***

> The lowest F_max belongs to which entry?

C32H90N6O10